[1]
The following is a DFT calculation (ωB97M-V/def2-TZVPD) of C3H3NO in the gas phase in a non-equilibrium geometry.

Each line ends with the natural charge from an NBO analysis.
Geometry (Å):
N: 2.081 0.377 0.001  -0.188
C: 1.497 -0.081 0.955  0.119
C: 0.289 0.213 0.090  0.007
C: -1.001 -0.421 -0.097  -0.089
O: -0.839 0.880 0.545  -0.461
H: 0.761 0.634 -0.930  0.218
H: -1.411 -0.393 -1.110  0.194
H: -1.376 -1.209 0.546  0.201

Atomic forces in eV per Å
N 1.522 -0.866 2.683
C 0.864 0.290 -1.013
C 0.202 1.165 -3.355
C -0.183 -0.152 0.161
O -0.163 -0.145 -0.013
H -2.428 -0.428 1.070
H 0.014 0.047 0.361
H 0.173 0.089 0.106

The energy above the lowest of the compared OMol25 structures with the same formula, charge and spin is 477.9 kJ/mol. The lowest unoccupied orbital energy is -0.05 eV. Its HOMO-LUMO gap is 0.38400 Eh.



[2]
The following is a DFT calculation (ωB97M-V/def2-TZVPD) of C3H3NO in the gas phase in a non-equilibrium geometry.

Each line ends with the natural charge from an NBO analysis.
Geometry (Å):
O: 0.833 -1.530 0.196  -0.599
C: 0.342 0.491 0.489  0.110
C: -0.253 0.233 -0.814  -0.445
C: -0.319 -0.911 0.245  0.501
N: -0.588 -0.343 1.420  -0.362
H: 0.800 1.209 1.154  0.302
H: 0.403 0.150 -1.680  0.247
H: -1.216 0.701 -1.008  0.245

Atomic forces in eV per Å
O -1.663 -1.773 -0.893
C -4.281 0.634 3.949
C -0.819 0.247 -0.320
C 5.178 -2.149 -0.879
N 0.460 3.518 -1.805
H 1.097 -0.307 -0.486
H -0.129 -0.285 0.236
H 0.156 0.115 0.198

The energy above the lowest of the compared OMol25 structures with the same formula, charge and spin is 572.4 kJ/mol. The lowest unoccupied orbital energy (spin up / spin down) is -0.64 / -0.64 eV. Its HOMO-LUMO gap (spin up / spin down) is 0.31737 / 0.31780 Eh.



[3]
The following is a DFT calculation (ωB97M-V/def2-TZVPD) of 2 unconnected molecules or ions with the total composition C3H3NO in a non-equilibrium geometry.

Each line ends with the natural charge from an NBO analysis.
Geometry (Å):
C: -0.282 -0.806 -0.098  -0.763
C: -1.345 -0.036 0.021  0.717
O: -2.208 0.627 0.435  -0.436
H: 0.142 -1.185 -1.010  0.279
H: -0.042 -1.302 0.836  0.294
C: 1.157 0.816 -0.059  0.055
N: 2.170 0.422 0.345  -0.359
H: 0.408 1.465 -0.470  0.212

Atomic forces in eV per Å
C -1.614 -0.983 -0.339
C -0.717 -1.185 1.455
O 0.560 0.181 -0.982
H -0.117 0.195 -0.116
H 0.062 0.051 -0.047
C 1.930 1.347 0.159
N -0.579 0.311 -0.229
H 0.475 0.083 0.100

The energy above the lowest of the compared OMol25 structures with the same formula, charge and spin is 227.2 kJ/mol. The lowest unoccupied orbital energy is 0.16 eV. As for the SMILES: C=C=O.C#N. Its HOMO-LUMO gap is 0.33751 Eh.



[4]
The following is a DFT calculation (ωB97M-V/def2-TZVPD) of 4 unconnected molecules or ions with the total composition C3H3NO2 in a non-equilibrium geometry.

Each line ends with the natural charge from an NBO analysis.
Geometry (Å):
C: -3.387 3.396 -0.526  -0.212
C: 7.840 -1.857 -0.164  0.067
C: -3.830 4.019 0.362  -0.225
N: 7.927 -2.975 -0.520  -0.048
O: 7.855 -4.100 -1.024  -0.587
O: 8.291 0.509 0.250  -0.432
H: -3.164 2.730 -1.267  0.220
H: -3.981 4.566 1.212  0.217
H: -17.550 -6.287 1.677  -1.000

Atomic forces in eV per Å
C 0.071 -0.771 -0.926
C 0.760 0.808 0.235
C -0.067 0.762 0.983
N -0.527 2.547 0.212
O 0.200 -1.042 -0.072
O -0.413 -2.310 -0.377
H 0.638 -1.065 -1.517
H -0.642 1.075 1.461
H -0.021 -0.004 0.002

The energy above the lowest of the compared OMol25 structures with the same formula, charge and spin is 499.8 kJ/mol. The lowest unoccupied orbital energy (spin up / spin down) is 3.05 / 2.79 eV. Its HOMO-LUMO gap (spin up / spin down) is 0.06766 / 0.05813 Eh. As for the total charge: -2.



[5]
The following is a DFT calculation (ωB97M-V/def2-TZVPD) of C3H3NO2 in the gas phase in a non-equilibrium geometry.

Each line ends with the natural charge from an NBO analysis.
Geometry (Å):
O: -0.175 -1.711 -0.046  -0.551
C: -0.960 -0.811 0.196  0.369
C: -0.460 0.552 0.402  -0.318
N: 0.830 0.869 -0.216  -0.590
C: 1.114 0.186 0.860  0.816
O: 1.866 -0.351 1.602  -0.485
H: -2.031 -1.017 0.370  0.133
H: -1.134 1.397 0.587  0.220
H: 1.098 0.683 -1.171  0.406

Atomic forces in eV per Å
O -0.640 0.014 -0.354
C 0.247 -0.367 -0.079
C 0.172 -0.163 0.549
N 0.387 -0.049 -0.159
C -0.077 0.446 0.615
O -0.742 0.659 -0.561
H 0.074 0.087 -0.015
H 0.431 -0.427 0.229
H 0.149 -0.199 -0.225

The energy above the lowest of the compared OMol25 structures with the same formula, charge and spin is 288.3 kJ/mol. The lowest unoccupied orbital energy is 0.30 eV. As for the SMILES: O=C[C@@H]1NC1=O. Its HOMO-LUMO gap is 0.36824 Eh.



[6]
The following is a DFT calculation (ωB97M-V/def2-TZVPD) of 2 unconnected molecules or ions with the total composition C3H3NO2 in a non-equilibrium geometry.

Each line ends with the natural charge from an NBO analysis.
Geometry (Å):
O: -0.133 -0.685 1.387  -0.603
C: -0.899 0.225 0.871  0.237
C: -1.717 -0.248 -0.247  0.256
O: -1.085 -0.389 -1.284  -0.542
C: 2.016 0.519 -0.812  0.129
N: 2.179 0.481 0.329  -0.376
H: 0.596 -0.229 1.847  0.522
H: -2.826 -0.230 -0.217  0.133
H: 1.869 0.556 -1.873  0.245

Atomic forces in eV per Å
O -0.161 0.350 -0.272
C 0.188 -0.071 0.225
C 0.255 -0.011 -0.379
O -0.451 -0.048 0.186
C 0.198 -0.021 1.031
N -0.060 0.079 -1.165
H -0.146 -0.173 0.150
H 0.222 -0.080 0.061
H -0.046 -0.025 0.163

The energy above the lowest of the compared OMol25 structures with the same formula, charge and spin is 443.3 kJ/mol. The lowest unoccupied orbital energy is 0.17 eV. Its HOMO-LUMO gap is 0.33463 Eh.



[7]
The following is a DFT calculation (ωB97M-V/def2-TZVPD) of C3H3NO2 in the gas phase in a non-equilibrium geometry.

Each line ends with the natural charge from an NBO analysis.
Geometry (Å):
N: 2.627 0.239 -0.305  -0.269
C: 1.526 0.117 -0.027  0.216
C: 0.074 -0.135 0.121  0.368
O: -0.160 -1.551 0.046  -0.681
C: -1.053 0.749 -0.269  -0.108
O: -0.654 0.520 1.085  -0.446
H: 0.392 -1.961 0.778  0.485
H: -0.807 1.852 -0.689  0.212
H: -1.946 0.169 -0.741  0.223

Atomic forces in eV per Å
N 0.693 0.101 0.088
C -1.479 0.284 -0.215
C 0.056 -1.704 -0.316
O 1.105 0.901 1.187
C 0.503 0.957 -2.161
O -0.579 0.375 0.295
H -0.984 0.598 -1.270
H -0.730 -2.796 1.045
H 1.414 1.285 1.346

The energy above the lowest of the compared OMol25 structures with the same formula, charge and spin is 288.1 kJ/mol. The lowest unoccupied orbital energy is 0.67 eV. As for the SMILES: N#C[C@]1(O)CO1. Its HOMO-LUMO gap is 0.45230 Eh.



[8]
The following is a DFT calculation (ωB97M-V/def2-TZVPD) of 2 unconnected molecules or ions with the total composition C3H3NO2 in a non-equilibrium geometry.

Each line ends with the natural charge from an NBO analysis.
Geometry (Å):
O: -1.400 -1.156 -0.368  -0.585
C: -1.510 -0.320 0.546  0.582
O: -0.416 -0.124 1.196  -0.587
C: 1.269 0.433 0.146  -0.094
C: 0.947 0.121 -1.165  0.154
N: 0.434 -0.292 -2.135  -0.123
H: -2.507 0.163 0.715  0.136
H: 1.325 1.492 0.399  0.253
H: 1.858 -0.317 0.665  0.264

Atomic forces in eV per Å
O -1.825 0.871 0.489
C 0.864 -2.813 -3.524
O 2.432 2.800 1.355
C -1.973 -0.639 1.762
C -1.678 -1.295 -2.462
N 1.223 1.024 1.492
H 1.008 0.087 0.533
H -0.047 -0.429 0.262
H -0.004 0.394 0.093

The energy above the lowest of the compared OMol25 structures with the same formula, charge and spin is 419.7 kJ/mol. The lowest unoccupied orbital energy (spin up / spin down) is -2.26 / -2.26 eV. Its HOMO-LUMO gap (spin up / spin down) is 0.27939 / 0.27946 Eh.



[9]
The following is a DFT calculation (ωB97M-V/def2-TZVPD) of 2 unconnected molecules or ions with the total composition C3H3NO2 in a non-equilibrium geometry.

Each line ends with the natural charge from an NBO analysis.
Geometry (Å):
C: -1.010 -1.704 1.216  0.266
C: 1.871 1.087 0.959  1.025
C: -0.950 -0.233 -0.863  -0.423
N: -0.931 -1.068 0.265  -0.513
O: 2.210 1.947 1.616  -0.494
O: 1.598 0.181 0.292  -0.529
H: -0.711 0.793 -0.665  0.219
H: -0.206 -0.810 -1.499  0.234
H: -1.870 -0.193 -1.321  0.216

Atomic forces in eV per Å
C -0.007 -1.160 1.569
C -0.088 -2.098 -1.296
C 2.847 -1.728 -0.668
N -0.866 1.309 -0.303
O 0.505 2.191 1.552
O -0.094 -0.009 -0.162
H 0.743 0.284 0.322
H -0.808 1.676 -0.043
H -2.232 -0.465 -0.972

The energy above the lowest of the compared OMol25 structures with the same formula, charge and spin is 135.7 kJ/mol. The lowest unoccupied orbital energy is 0.38 eV. Its HOMO-LUMO gap is 0.42129 Eh.



[10]
The following is a DFT calculation (ωB97M-V/def2-TZVPD) of C3H3NO2 in the gas phase.

Each line ends with the natural charge from an NBO analysis.
Geometry (Å):
O: 1.999 0.310 -0.030  -0.660
C: 0.726 -0.108 0.041  0.429
C: -0.362 0.800 0.025  -0.404
C: -1.428 -0.025 0.105  0.154
O: -1.033 -1.303 0.173  -0.277
N: 0.350 -1.357 0.136  -0.196
H: 2.539 -0.335 -0.489  0.496
H: -0.295 1.872 -0.062  0.245
H: -2.495 0.147 0.101  0.213

Atomic forces in eV per Å
O 0.044 0.114 -0.011
C -0.210 -0.061 -0.004
C -0.149 -0.029 0.031
C 0.022 0.081 -0.005
O -0.180 0.043 -0.044
N 0.327 0.427 -0.091
H 0.181 -0.397 0.037
H -0.151 -0.108 0.033
H 0.118 -0.069 0.054

The energy above the lowest of the compared OMol25 structures with the same formula, charge and spin is 212.1 kJ/mol. The lowest unoccupied orbital energy is 0.83 eV. As for the SMILES: Oc1ccon1. Its HOMO-LUMO gap is 0.39946 Eh.



[11]
The following is a DFT calculation (ωB97M-V/def2-TZVPD) of C3H3NO2 in the gas phase.

Each line ends with the natural charge from an NBO analysis.
Geometry (Å):
O: -1.745 1.192 1.248  -0.598
C: -0.885 0.547 0.710  0.852
N: -0.687 0.292 -0.632  -0.617
C: 0.509 -0.411 -0.800  -0.110
C: 0.980 -0.640 0.426  0.053
O: 0.136 -0.101 1.367  -0.453
H: -1.113 0.882 -1.329  0.425
H: 0.898 -0.701 -1.764  0.231
H: 1.908 -1.059 0.775  0.217

Atomic forces in eV per Å
O 0.323 -0.287 -0.196
C -0.231 0.192 0.016
N -0.039 0.183 0.030
C 0.141 -0.015 0.153
C 0.248 0.042 -0.263
O -0.095 0.168 0.010
H -0.080 -0.204 0.098
H -0.054 0.105 0.140
H -0.214 -0.183 0.011

The energy above the lowest of the compared OMol25 structures with the same formula, charge and spin is 56.1 kJ/mol. The lowest unoccupied orbital energy is 0.76 eV. As for the SMILES: O=c1[nH]cco1. Its HOMO-LUMO gap is 0.35564 Eh.



[12]
The following is a DFT calculation (ωB97M-V/def2-TZVPD) of C3H3NO2 in the gas phase in a non-equilibrium geometry.

Each line ends with the natural charge from an NBO analysis.
Geometry (Å):
O: -0.137 -1.620 0.229  -0.623
C: 0.103 -0.329 -0.029  0.242
C: 0.980 0.393 0.877  0.282
O: 1.044 1.609 0.880  -0.482
C: -0.753 0.486 -0.886  -0.158
N: -0.686 1.578 -1.455  -0.106
H: -0.376 -2.074 -0.594  0.496
H: -1.755 0.050 -0.679  0.214
H: 1.631 -0.247 1.501  0.135

Atomic forces in eV per Å
O 0.005 -0.188 -0.660
C 1.290 1.257 0.676
C 0.169 -0.316 -0.354
O 0.126 -0.189 0.094
C -1.346 -1.049 0.829
N 0.416 0.148 -0.241
H -0.109 -0.026 0.293
H -0.400 0.253 -0.773
H -0.152 0.110 0.135

The energy above the lowest of the compared OMol25 structures with the same formula, charge and spin is 444.5 kJ/mol. The lowest unoccupied orbital energy (spin up / spin down) is -1.53 / -0.77 eV. Its HOMO-LUMO gap (spin up / spin down) is 0.29803 / 0.29730 Eh.